No. 1
Formula: C21H23N2NiO2SSe
Source: the Open Molecules 2025 dataset
Level of theory: ωB97M-V/def2-TZVPD

As for the HOMO energy (alpha / beta): -3.365 / -3.365 eV.

The geometry in ORCA input format:
```
! wB97M-V def2-TZVPD RIJCOSX def2/J DEFGRID3
* xyz -1 1
Ni -1.641 2.390 2.684
O -4.288 -2.007 -0.150
C -4.109 -2.346 1.211
C -3.446 -1.271 2.038
C -2.930 -1.578 3.295
C -2.278 -0.598 4.019
N -2.156 0.624 3.519
C -2.629 0.924 2.328
C -3.312 0.018 1.541
C -0.850 2.919 1.152
C -0.752 3.121 -0.212
C 0.508 3.405 -0.720
C 0.710 3.611 -2.199
O 1.797 2.860 -2.719
C 1.599 3.485 0.144
C 1.396 3.305 1.500
N 0.182 3.042 1.959
H -3.433 -1.718 -0.497
H -3.525 -3.270 1.300
H -5.108 -2.540 1.610
H -3.006 -2.586 3.683
H -1.841 -0.801 4.988
H -3.694 0.290 0.569
H -1.606 3.026 -0.870
H 0.953 4.659 -2.384
H -0.215 3.375 -2.737
H 1.715 1.952 -2.402
H 2.590 3.669 -0.249
H 2.206 3.365 2.215
C 3.152 -2.975 -3.650
C 2.524 -2.298 -2.458
C 3.219 -2.134 -1.267
C 2.638 -1.552 -0.145
C 3.455 -1.400 1.105
C 1.299 -1.119 -0.197
Se 0.456 -0.433 1.375
C 0.602 -1.230 -1.416
C -0.809 -0.727 -1.588
C 1.224 -1.817 -2.514
H 4.186 -3.251 -3.442
H 3.138 -2.323 -4.527
H 2.606 -3.887 -3.907
H 4.249 -2.476 -1.206
H 4.502 -1.650 0.915
H 3.069 -2.044 1.898
H 3.392 -0.377 1.477
H -1.128 -0.182 -0.699
H -1.501 -1.559 -1.759
H -0.872 -0.062 -2.455
H 0.663 -1.908 -3.442
S -2.898 4.081 3.290
*
```

No. 2
Formula: C21H23N2OPtS3Si
Source: the Open Molecules 2025 dataset
Level of theory: ωB97M-V/def2-TZVPD

As for the HOMO energy (alpha / beta): -1.575 / -4.068 eV. The calculation puts the relative energy (zero: lowest compared OMol25 entry of this formula, charge and spin) at 0.0 kJ/mol. Its expectation value of S² is 2.0118.

The geometry in ORCA input format:
```
! wB97M-V def2-TZVPD RIJCOSX def2/J DEFGRID3
* xyz -1 3
Pt 1.628 0.070 -2.499
S 4.522 3.039 -4.499
C 3.466 2.092 -3.677
S 3.854 0.528 -3.134
S 1.854 2.309 -3.121
N -0.139 -0.384 -3.989
C -0.472 -1.777 -3.861
C 0.802 -2.586 -3.661
N 1.725 -2.027 -2.645
H -0.886 0.271 -3.868
H 0.398 -0.211 -4.841
H -1.002 -2.168 -4.760
H -1.131 -1.947 -3.014
H 1.318 -2.699 -4.615
H 0.513 -3.605 -3.373
H 2.676 -2.447 -2.694
H 1.433 -2.314 -1.712
O 0.100 -0.043 -1.170
Si -0.237 0.160 0.441
C 0.272 1.840 1.073
C 0.464 2.107 2.455
C 0.896 3.363 2.860
C 1.033 4.407 1.926
C 0.877 4.132 0.574
C 0.424 2.876 0.159
C -2.108 -0.056 0.810
C -2.994 -0.118 -0.284
C -4.355 -0.188 -0.066
C -4.927 -0.124 1.206
C -4.059 -0.143 2.289
C -2.677 -0.194 2.081
C 0.610 -1.075 1.590
C 1.793 -0.715 2.250
C 2.270 -1.474 3.334
C 1.516 -2.512 3.822
C 0.307 -2.895 3.226
C -0.138 -2.150 2.135
H 0.282 1.361 3.213
H 1.133 3.525 3.913
H 1.300 5.426 2.212
H 1.202 4.851 -0.143
H 0.301 2.611 -0.899
H -2.604 -0.013 -1.292
H -4.987 -0.304 -0.952
H -5.989 -0.132 1.308
H -4.401 -0.166 3.329
H -2.034 -0.213 2.971
H 2.363 0.162 1.914
H 3.228 -1.221 3.793
H 1.912 -3.097 4.646
H -0.261 -3.756 3.596
H -1.073 -2.378 1.642
*
```

No. 3
Formula: C21H23N3NaO2S3
Source: the Open Molecules 2025 dataset
Level of theory: ωB97M-V/def2-TZVPD

As for the HOMO energy: -10.895 eV. The calculation puts the relative energy (zero: lowest compared OMol25 entry of this formula, charge and spin) at 2.4 kJ/mol.

The geometry in ORCA input format:
```
! wB97M-V def2-TZVPD RIJCOSX def2/J DEFGRID3
* xyz 1 1
Na -0.128 1.610 -1.020
O -0.541 1.480 1.195
S -0.791 1.399 2.674
C -1.130 -0.343 3.049
C -1.995 -1.044 2.007
C -1.150 -1.609 0.866
C -1.986 -2.082 -0.317
S -1.156 -1.822 -1.906
O -0.770 -0.368 -1.920
C 0.326 -2.756 -1.550
C 0.256 -4.143 -1.577
C 1.386 -4.881 -1.266
C 2.572 -4.232 -0.946
C 2.633 -2.847 -0.954
C 1.506 -2.095 -1.263
C -2.439 2.032 2.933
C -2.889 2.208 4.235
C -4.164 2.709 4.444
C -4.966 3.043 3.359
C -4.496 2.881 2.065
C -3.221 2.375 1.844
H -1.582 -0.328 4.042
H -0.147 -0.812 3.140
H -2.737 -0.345 1.613
H -2.557 -1.842 2.496
H -0.534 -2.433 1.233
H -0.467 -0.829 0.530
H -2.916 -1.517 -0.416
H -2.245 -3.142 -0.277
H -0.668 -4.643 -1.842
H 1.344 -5.962 -1.280
H 3.452 -4.812 -0.702
H 3.558 -2.340 -0.716
H 1.559 -1.016 -1.308
H -2.251 1.967 5.077
H -4.528 2.850 5.452
H -5.959 3.439 3.527
H -5.121 3.151 1.224
H -2.828 2.252 0.844
S 2.502 2.600 -1.566
C 3.665 1.606 -2.231
N 4.863 2.167 -2.609
C 5.870 1.479 -3.181
C 5.716 0.147 -3.399
C 4.490 -0.406 -2.976
N 3.518 0.268 -2.416
H 4.950 3.161 -2.443
H 6.756 2.041 -3.437
H 6.488 -0.450 -3.855
H 4.309 -1.470 -3.107
N -1.808 4.612 -2.474
C -1.378 3.641 -2.016
H -2.172 5.451 -2.879
*
```

No. 4
Formula: C21H23N5O4S
Source: the Open Molecules 2025 dataset
Level of theory: ωB97M-V/def2-TZVPD

As for the HOMO energy: -7.184 eV. The calculation puts the relative energy (zero: lowest compared OMol25 entry of this formula, charge and spin) at 0.0 kJ/mol.

The geometry in ORCA input format:
```
! wB97M-V def2-TZVPD RIJCOSX def2/J DEFGRID3
* xyz 0 1
C -7.270 -2.670 1.079
C -7.284 -1.351 1.838
H -7.878 -0.608 1.295
H -7.681 -1.480 2.847
O -5.962 -0.840 2.023
C -5.418 -0.174 1.003
O -5.985 0.053 -0.033
C -4.004 0.264 1.353
H -4.070 0.784 2.312
C -3.112 -0.974 1.523
C -3.050 -1.766 0.216
C -2.961 -0.782 -0.968
N -2.455 0.505 -0.559
C -1.103 0.765 -0.488
C -0.634 2.071 -0.282
C 0.710 2.366 -0.253
C 1.656 1.362 -0.449
C 1.207 0.063 -0.676
C -0.139 -0.232 -0.692
H -0.434 -1.255 -0.856
H 1.929 -0.727 -0.832
N 3.032 1.589 -0.438
C 3.697 2.753 -0.229
O 3.202 3.843 0.001
C 5.157 2.574 -0.309
C 5.924 1.443 -0.557
N 5.457 0.176 -0.790
C 6.338 -0.737 -1.001
N 7.682 -0.496 -0.999
C 8.301 0.742 -0.774
O 9.504 0.829 -0.796
C 7.307 1.780 -0.536
N 7.573 3.050 -0.295
S 6.222 3.907 -0.082
H 8.319 -1.265 -1.173
C 5.907 -2.140 -1.263
H 4.824 -2.199 -1.238
H 6.321 -2.808 -0.509
H 6.261 -2.465 -2.241
H 3.615 0.773 -0.614
H 1.038 3.379 -0.092
H -1.335 2.882 -0.165
C -3.407 1.201 0.277
H -2.922 2.043 0.764
H -4.224 1.578 -0.351
H -2.351 -1.180 -1.779
H -3.965 -0.602 -1.365
H -3.942 -2.385 0.107
H -2.186 -2.433 0.241
H -2.110 -0.637 1.797
H -3.495 -1.599 2.331
H -6.894 -2.514 0.070
H -8.279 -3.067 1.019
H -6.634 -3.391 1.588
*
```

No. 5
Formula: C21H23N5O5Se2Ta
Source: the Open Molecules 2025 dataset
Level of theory: ωB97M-V/def2-TZVPD

As for the HOMO energy: -10.313 eV. The calculation puts the relative energy (zero: lowest compared OMol25 entry of this formula, charge and spin) at 22.0 kJ/mol.

The geometry in ORCA input format:
```
! wB97M-V def2-TZVPD RIJCOSX def2/J DEFGRID3
* xyz 1 1
Ta 0.051 -0.112 -0.691
O -0.775 1.423 0.441
N -0.120 2.510 0.741
N 1.082 2.414 0.400
O 1.520 1.319 -0.165
C 2.016 3.496 0.592
C 3.327 3.295 0.198
C 4.232 4.331 0.372
C 3.821 5.533 0.926
C 2.497 5.711 1.309
C 1.578 4.691 1.144
H 3.622 2.355 -0.242
H 5.261 4.195 0.067
H 4.532 6.338 1.055
H 2.177 6.652 1.734
H 0.544 4.821 1.428
O 0.615 -1.115 0.882
C 0.640 -1.679 2.083
C 1.734 -2.468 2.441
C 1.804 -3.054 3.685
C 0.776 -2.874 4.613
C -0.309 -2.102 4.271
C -0.396 -1.492 3.010
C -1.563 -0.664 2.725
N -2.259 -0.518 1.593
C -3.337 0.324 1.809
C -3.310 0.679 3.110
N -2.209 0.057 3.656
H 2.521 -2.596 1.709
H 2.662 -3.661 3.941
H 0.822 -3.348 5.583
H -1.127 -1.997 4.974
H -3.998 0.604 1.009
H -3.958 1.315 3.683
H -1.891 0.144 4.608
O -0.694 -1.786 -1.882
C -0.956 -1.939 -3.295
C -0.060 -1.078 -4.152
C -0.269 -1.598 -5.596
O 0.497 -0.886 -6.545
C -0.464 0.404 -4.148
Se -1.049 1.290 -2.480
C 1.401 -1.351 -3.806
Se 2.096 -0.562 -2.151
H -1.542 -2.096 -1.423
H -2.010 -1.698 -3.464
H -0.788 -2.993 -3.530
H -1.336 -1.569 -5.841
H 0.058 -2.638 -5.649
H -0.003 -0.133 -6.873
H -1.321 0.530 -4.812
H 0.356 1.009 -4.531
H 2.031 -0.937 -4.591
H 1.567 -2.428 -3.776
N -2.582 -1.916 -0.251
C -1.883 -0.998 0.259
H -3.348 -2.310 0.292
*
```

No. 6
Formula: C21H24Cl3N3O2S
Source: the Open Molecules 2025 dataset
Level of theory: ωB97M-V/def2-TZVPD

As for the HOMO energy: -8.233 eV. As for the SMILES: CCc1ccc(OCC(=O)N[C@@H](NC(=S)Nc2ccc(C)cc2C)C(Cl)(Cl)Cl)cc1.

The geometry in ORCA input format:
```
! wB97M-V def2-TZVPD RIJCOSX def2/J DEFGRID3
* xyz 0 1
C -6.554 -1.029 0.927
C -5.218 -0.581 1.523
C -4.348 0.038 0.468
C -3.403 -0.711 -0.212
C -2.603 -0.154 -1.197
C -2.758 1.185 -1.524
O -2.011 1.861 -2.469
C -0.901 1.196 -3.019
C 0.119 0.809 -1.946
O 0.765 -0.216 -1.989
N 0.189 1.728 -0.954
C 0.856 1.515 0.318
N 0.847 0.144 0.702
C -0.184 -0.349 1.453
S -1.210 0.620 2.308
N -0.307 -1.689 1.499
C 0.435 -2.617 0.728
C -0.248 -3.415 -0.185
C 0.432 -4.319 -0.972
C 1.812 -4.448 -0.864
C 2.562 -5.399 -1.745
C 2.477 -3.668 0.070
C 1.816 -2.754 0.882
C 2.589 -1.980 1.906
C 2.306 2.038 0.273
Cl 2.294 3.741 -0.227
Cl 3.297 1.111 -0.870
Cl 3.015 1.912 1.891
C -3.716 1.946 -0.860
C -4.496 1.376 0.123
H -6.391 -1.763 0.141
H -7.183 -1.474 1.694
H -7.080 -0.180 0.497
H -5.400 0.145 2.317
H -4.711 -1.443 1.962
H -3.277 -1.756 0.035
H -1.868 -0.774 -1.688
H -1.187 0.297 -3.579
H -0.442 1.908 -3.712
H -0.428 2.525 -1.026
H 0.310 2.076 1.094
H 1.228 -0.489 -0.001
H -1.143 -2.021 1.960
H -1.319 -3.311 -0.276
H -0.110 -4.927 -1.682
H 2.786 -4.918 -2.697
H 3.502 -5.696 -1.287
H 1.969 -6.287 -1.949
H 3.547 -3.774 0.181
H 3.323 -2.628 2.381
H 3.127 -1.154 1.443
H 1.935 -1.572 2.672
H -3.824 2.986 -1.126
H -5.224 1.983 0.642
*
```

Energy values, unit eV, following the record order: -146448.3126; -70810.2180; -67632.5337; -48627.9265; -172076.9060; -79136.0714.